[1]
Molecular formula: C24H16F10N4O5Ru
Method: DFT, the ωB97M-V functional and the def2-TZVPD basis

Each line ends with the Löwdin charge.
Geometry (Å):
Ru1 -0.1182 -0.0952 -0.7651  1.437
C1 0.3545 -0.3869 2.7936  -0.051
N1 0.1194 -1.0598 1.5309  -0.276
C2 1.2253 -1.9265 1.1750  -0.209
C3 2.4217 -1.1016 0.7790  -0.240
N2 1.9961 -0.0036 -0.0805  -0.085
C4 2.9452 0.8685 -0.5341  -0.203
C5 4.3439 0.7141 -0.4210  -0.144
F1 4.8695 -0.3786 0.1753  0.062
C6 5.2630 1.6173 -0.9203  -0.157
F2 6.5658 1.3706 -0.7667  0.116
C7 4.8709 2.7544 -1.5718  -0.148
F3 5.7664 3.6387 -2.0208  0.125
C8 3.5197 2.9702 -1.7136  -0.150
F4 3.0926 4.0728 -2.3256  0.137
C9 2.6112 2.0670 -1.2221  -0.170
F5 1.3303 2.3833 -1.4003  0.080
C10 -1.1484 -1.7531 1.5031  -0.216
C11 -2.2617 -0.7634 1.3616  -0.224
N3 -1.9486 0.2048 0.3087  -0.079
C12 -2.9396 1.0620 -0.1152  -0.159
C13 -2.6936 2.1771 -0.9624  -0.161
F6 -1.4419 2.5212 -1.2676  0.086
C14 -3.6613 3.0131 -1.4536  -0.151
F7 -3.3233 4.0255 -2.2500  0.133
C15 -4.9778 2.8448 -1.1007  -0.152
F8 -5.9311 3.6640 -1.5633  0.116
C16 -5.2721 1.8395 -0.2278  -0.162
F9 -6.5334 1.6713 0.1711  0.116
C17 -4.2952 0.9939 0.2588  -0.131
F10 -4.7293 0.0641 1.1390  0.063
H1 0.4241 -1.1132 3.6142  0.099
H2 -0.4578 0.3079 3.0047  0.088
H3 1.2818 0.1826 2.7484  0.088
H4 0.9092 -2.5247 0.3274  0.098
H5 1.5021 -2.6077 1.9940  0.133
H6 3.1246 -1.7810 0.2944  0.113
H7 2.9308 -0.7192 1.6675  0.113
H8 -1.3036 -2.3705 2.4017  0.135
H9 -1.1557 -2.4016 0.6358  0.090
H10 -2.4334 -0.2435 2.3119  0.116
H11 -3.1595 -1.3366 1.1530  0.118
O1 4.2977 1.9152 -5.5345  -0.055
C18 3.1534 1.6297 -5.9590  -0.675
O2 2.4676 1.8395 -6.9577  -0.018
C19 2.3675 0.8220 -4.8178  -0.075
C20 3.0802 0.0459 -3.9153  0.002
C21 2.3574 -0.6317 -2.9535  -0.135
N4 1.0214 -0.5306 -2.8508  0.020
C22 0.3589 0.2049 -3.7513  -0.197
C23 0.9903 0.8935 -4.7725  0.067
C24 -1.1521 0.1569 -3.6349  -0.572
O3 -1.8070 0.4915 -4.6102  0.081
O4 -1.5710 -0.2916 -2.4856  -0.168
H12 4.1606 -0.0104 -3.9497  0.121
H13 2.8547 -1.2672 -2.2280  0.108
H14 0.4093 1.4462 -5.4969  0.133
O5 -0.7082 -2.6395 -1.5267  -0.089
H15 0.0076 -2.7161 -2.1630  0.038
H16 -1.3539 -2.0722 -1.9840  0.020

The relative energy (zero: lowest compared OMol25 entry of this formula, charge and spin) comes out at 249.5 kJ/mol. As for the HOMO energy (spin up / spin down): -5.29 / -5.30 eV. The lowest unoccupied orbital energy (spin up / spin down) comes out at 0.0055 / 1.1113 eV. Its total energy is -71100.420 eV. As for the orbital gap (spin up / spin down): 5.30 / 6.41 eV. The spin multiplicity is 2. The total charge is -1.


[2]
Molecular formula: C6H12O
Method: DFT, the ωB97M-V functional and the def2-TZVPD basis

Each line ends with the Löwdin charge.
Geometry (Å):
C1 0.3503 1.0568 1.6481  -0.038
C2 -0.0237 1.1332 0.1696  -0.347
O1 -1.4545 1.1747 0.0115  -0.117
C3 -1.9535 -0.0511 -0.5915  -0.173
C4 -0.7842 -1.0212 -0.5710  -0.160
C5 0.4111 -0.0917 -0.6804  -0.336
C6 1.7249 -0.8289 -0.4049  -0.063
H1 -0.0593 0.1368 2.0751  0.083
H2 1.4407 1.0474 1.7676  0.076
H3 -0.0386 1.8951 2.2402  0.082
H4 0.4192 2.0426 -0.2724  0.145
H5 -2.8357 -0.4544 -0.0637  0.120
H6 -2.2703 0.1851 -1.6152  0.116
H7 -0.7653 -1.6187 0.3525  0.119
H8 -0.7146 -1.6948 -1.4246  0.120
H9 0.4117 0.2665 -1.7201  0.143
H10 2.0852 -1.3646 -1.2949  0.080
H11 2.5183 -0.1469 -0.0944  0.072
H12 1.5983 -1.5875 0.3783  0.080

The relative energy (zero: lowest compared OMol25 entry of this formula, charge and spin) comes out at 53.5 kJ/mol. As for the HOMO energy: -9.52 eV. The lowest unoccupied orbital energy comes out at 1.0979 eV. Its total energy is -8463.800 eV. As for the orbital gap: 10.61 eV. The total charge is 0.


[3]
Molecular formula: C3H7IN
Method: DFT, the ωB97M-V functional and the def2-TZVPD basis

Each line ends with the Löwdin charge.
Geometry (Å):
C1 -4.1553 2.9382 -0.2325  0.310
C2 -3.4496 0.0666 -1.4473  -0.453
C3 -4.1506 2.3652 0.8501  0.006
N1 7.6374 -2.7503 0.1829  0.032
I1 -3.1128 -0.9919 0.2519  0.959
H1 -3.9240 3.7337 -0.9547  0.130
H2 -3.6459 -0.6393 -2.2439  -0.103
H3 -3.4077 1.5723 0.9947  0.016
H4 -4.6885 2.2926 1.7754  0.135
H5 7.5644 -2.5166 1.1243  -0.028
H6 6.7860 -2.9914 -0.2823  0.002
H7 8.5466 -3.0791 -0.0188  -0.006

The relative energy (zero: lowest compared OMol25 entry of this formula, charge and spin) comes out at 841.9 kJ/mol. As for the HOMO energy (spin up / spin down): -10.65 / -10.65 eV. The lowest unoccupied orbital energy (spin up / spin down) comes out at -7.0144 / -7.0159 eV. Its total energy is -12799.763 eV. As for the orbital gap (spin up / spin down): 3.64 / 3.64 eV. The total charge is +1.


[4]
Molecular formula: C5H7FO
Method: DFT, the ωB97M-V functional and the def2-TZVPD basis

Each line ends with the Löwdin charge.
Geometry (Å):
C1 -1.5924 0.0391 -1.2376  -0.132
C2 -1.6112 0.3874 0.3265  -0.056
C3 -0.0469 -0.3027 -1.1222  -0.073
C4 3.0207 -0.6233 1.6411  0.104
C5 -0.1130 0.0660 0.3227  -0.396
O1 0.7986 0.1215 1.1213  0.038
F1 3.4880 0.5528 1.1436  -0.104
H1 -2.3051 -0.9014 -1.3403  0.128
H2 -1.9212 0.6824 -2.0371  0.082
H3 -1.5587 1.5043 0.3725  0.137
H4 -2.1575 -0.2314 0.9488  0.085
H5 0.2930 -1.2608 -1.1859  0.089
H6 0.5021 0.4456 -1.6538  0.117
H7 3.2035 -0.4794 2.7004  -0.019

The relative energy (zero: lowest compared OMol25 entry of this formula, charge and spin) comes out at 480.4 kJ/mol. As for the HOMO energy: -8.79 eV. The lowest unoccupied orbital energy comes out at 0.4509 eV. Its total energy is -10057.765 eV. As for the orbital gap: 9.24 eV. The total charge is 0.


[5]
Molecular formula: C2H6N2P
Method: DFT, the ωB97M-V functional and the def2-TZVPD basis

Each line ends with the Löwdin charge.
Geometry (Å):
C1 -1.0951 0.5738 -0.1557  -0.056
C2 0.7270 -0.9632 -0.4395  -0.348
N1 -0.6743 -0.5982 -0.5535  0.020
N2 -0.0308 1.3816 0.3102  -0.213
P1 1.5360 0.5608 0.3807  0.956
H1 -2.0972 0.7719 -0.1232  0.136
H2 1.0161 -1.9441 0.0624  0.122
H3 1.0595 -1.0877 -1.4628  0.085
H4 -1.4168 -1.1642 -0.7796  0.133
H5 -0.1956 2.3578 0.2696  0.092
H6 1.1711 0.1117 2.4915  0.072

The relative energy (zero: lowest compared OMol25 entry of this formula, charge and spin) comes out at 239.4 kJ/mol. As for the HOMO energy (spin up / spin down): -13.46 / -13.46 eV. The lowest unoccupied orbital energy (spin up / spin down) comes out at -4.9754 / -4.9745 eV. Its total energy is -14430.729 eV. As for the orbital gap (spin up / spin down): 8.49 / 8.49 eV. The total charge is +1.


[6]
Molecular formula: C9H17N5
Method: DFT, the ωB97M-V functional and the def2-TZVPD basis

Each line ends with the Löwdin charge.
Geometry (Å):
C1 0.9809 -2.0322 1.6834  -0.084
C2 0.0649 -2.1598 0.4744  -0.240
C3 0.8167 -1.7740 -0.8237  -0.121
C4 -0.1059 -1.8123 -1.9824  -0.195
N1 -0.3650 -2.9692 -2.5342  0.271
C5 -0.6597 -0.6354 -2.6026  -0.038
N2 -0.6547 0.6035 -2.2800  0.159
C6 -0.5061 1.4252 -1.2743  -0.308
C7 -0.2888 2.7683 -1.5244  0.059
C8 -0.0391 3.6801 -0.4760  0.006
C9 -0.3978 3.3642 0.8004  -0.261
N3 -0.1298 4.0081 1.9427  0.198
N4 -1.1700 2.0913 0.9197  0.137
N5 -0.6522 1.0270 0.1168  0.096
H1 1.8380 -2.6926 1.5879  0.092
H2 0.4432 -2.3138 2.5845  0.089
H3 1.3550 -1.0172 1.8080  0.069
H4 -0.8182 -1.5285 0.5896  0.097
H5 -0.2766 -3.1918 0.3961  0.120
H6 1.6275 -2.4912 -0.9676  0.146
H7 1.2630 -0.7845 -0.7277  0.119
H8 0.0795 -3.8215 -2.2122  0.163
H9 -1.0157 -3.0597 -3.3069  0.159
H10 -1.0745 -0.8088 -3.5946  0.139
H11 -0.2077 3.0930 -2.5482  0.142
H12 0.4266 4.6271 -0.6914  0.137
H13 0.4236 4.8527 1.8997  0.147
H14 -0.6628 3.8799 2.7896  0.134
H15 -1.2365 1.7810 1.9027  0.211
H16 -2.1401 2.2570 0.5855  0.224
H17 0.2008 0.6392 0.5175  0.132

The relative energy (zero: lowest compared OMol25 entry of this formula, charge and spin) comes out at 146.3 kJ/mol. As for the HOMO energy (spin up / spin down): -14.97 / -14.97 eV. The lowest unoccupied orbital energy (spin up / spin down) comes out at -8.6214 / -8.6228 eV. Its total energy is -17040.766 eV. As for the orbital gap (spin up / spin down): 6.35 / 6.34 eV. The total charge is +2.


[7]
Molecular formula: C4H5F3N2
Method: DFT, the ωB97M-V functional and the def2-TZVPD basis

Each line ends with the Löwdin charge.
Geometry (Å):
C1 -2.1785 -0.4285 -1.5792  -0.122
C2 -1.5577 -0.3443 0.7927  -0.295
C3 0.5930 -0.3357 -0.3025  -0.059
C4 1.8910 0.4478 -0.1595  -0.685
N1 -2.3083 -0.4176 -0.4003  -0.135
N2 -0.3460 0.3616 0.5774  0.135
F1 2.8318 -0.0404 -0.9579  0.155
F2 1.7189 1.7418 -0.5843  0.112
F3 2.4129 0.4962 0.9963  0.222
H1 0.7930 -1.3762 0.0013  0.157
H2 -2.2044 0.2915 1.4245  0.131
H3 -1.3821 -1.4235 1.1094  0.152
H4 0.1789 -0.2952 -1.3221  0.101
H5 -0.4424 1.3225 0.4042  0.131

As for the HOMO energy (spin up / spin down): -4.81 / -9.60 eV. The lowest unoccupied orbital energy (spin up / spin down) comes out at 0.5361 / -4.3875 eV. Its total energy is -15354.308 eV. As for the orbital gap (spin up / spin down): 5.34 / 5.21 eV. The spin multiplicity is 3. The total charge is 0.